Computed, not measured: C19H20N4RuSe2Te2 as an isolated structure in a non-equilibrium geometry, with the ωB97M-V functional and the def2-TZVPD basis.

Cartesian coordinates (Å):
Ru: -0.464 0.531 1.055
C: 0.336 -1.169 -1.629
C: 1.207 0.024 -2.036
C: 0.537 1.365 -1.893
C: 0.115 2.073 -3.015
C: -0.372 3.362 -2.876
C: -0.394 3.922 -1.607
C: 0.024 3.148 -0.540
N: 0.439 1.887 -0.665
N: 0.342 -1.447 -0.191
C: 1.664 -1.876 0.271
C: 2.514 -0.791 0.888
C: 3.873 -1.023 1.089
C: 4.644 -0.047 1.695
C: 4.037 1.146 2.066
C: 2.677 1.290 1.847
N: 1.937 0.341 1.280
C: -0.668 -2.460 0.113
C: -2.082 -1.952 0.005
C: -3.136 -2.858 -0.045
C: -4.429 -2.380 -0.151
C: -4.628 -1.009 -0.228
C: -3.526 -0.177 -0.159
N: -2.278 -0.631 -0.034
H: 0.679 -2.066 -2.169
H: -0.693 -0.970 -1.933
H: 1.502 -0.108 -3.076
H: 2.111 0.030 -1.429
H: 0.195 1.626 -3.994
H: -0.704 3.923 -3.738
H: -0.714 4.937 -1.438
H: 0.065 3.567 0.462
H: 2.227 -2.339 -0.550
H: 1.541 -2.633 1.053
H: 4.310 -1.965 0.793
H: 5.697 -0.210 1.877
H: 4.605 1.938 2.532
H: 2.157 2.200 2.132
H: -0.536 -2.786 1.153
H: -0.563 -3.341 -0.542
H: -2.943 -3.918 0.002
H: -5.263 -3.062 -0.188
H: -5.623 -0.605 -0.319
H: -3.645 0.899 -0.229
Se: -0.312 -0.938 3.316
Te: -1.277 0.299 5.193
Te: -3.169 1.844 3.969
Se: -2.017 2.409 1.880

Calculated values
Kohn-Sham gap (spin up / spin down), Eh: 0.2385 / 0.1758
Net charge: +1
Multiplicity: 2
Expectation value of S²: 1.1393
Largest force on an atom, eV/A: 2.3
E_HOMO (spin up / spin down), eV: -9.733 / -9.514

Atomic partial charges in e from the Löwdin method, atoms 1 to 5: 0.626, -0.166, -0.092, -0.265, -0.004